Run P
{"formula": "C6H15NS", "method": "wB97M-V/def2-TZVPD", "e_lumo_ha": -0.1092, "homo_lumo_gap_ev": 5.15, "homo_energy_ev": -8.1, "elements": ["C", "N", "C", "C", "S", "C", "C", "C", "H", "H", "H", "H", "H", "H", "H", "H", "H", "H", "H", "H", "H", "H", "H"], "coordinates": [[1.4415, -0.0104, -0.7489], [0.7513, -1.1116, -1.2388], [-0.3964, -1.3128, -0.3644], [-1.5129, -0.1058, -0.1192], [-1.3716, 1.5032, 0.9157], [-1.1571, -2.4569, -1.2157], [1.7694, 0.1215, 0.9559], [2.1072, 1.5621, 1.3240], [0.7408, 0.9042, -0.7649], [2.3714, 0.1419, -1.2464], [-0.3700, -1.7676, 0.5700], [-0.9464, 0.9423, -3.0380], [-2.3840, -0.6246, 0.4104], [-1.8243, 0.2372, -1.0966], [-0.4826, 0.3410, -2.9913], [-1.2984, -2.2185, -2.2132], [-2.0718, -2.6304, -0.7265], [-0.5821, -3.3556, -1.0715], [0.9528, -0.1482, 1.6172], [2.6135, -0.6285, 1.1680], [2.1122, 1.6259, 2.3729], [1.2774, 2.1971, 0.9916], [3.0676, 1.9290, 1.0482]], "nbo_charge": [-0.30, -0.16, -0.13, -0.54, -0.17, -0.58, -0.36, -0.64, 0.28, 0.21, 0.24, 0.00, 0.25, 0.22, -0.01, 0.21, 0.19, 0.21, 0.22, 0.21, 0.22, 0.23, 0.21]}

Run Q
{"formula": "C6H15NS", "method": "wB97M-V/def2-TZVPD", "e_lumo_ha": -0.0289, "homo_lumo_gap_ev": 8.07, "homo_energy_ev": -8.9, "elements": ["C", "N", "C", "C", "S", "C", "C", "C", "H", "H", "H", "H", "H", "H", "H", "H", "H", "H", "H", "H", "H", "H", "H"], "coordinates": [[-0.5288, -0.7513, -1.0846], [-0.4542, -0.2159, 0.3428], [-0.4179, 1.2493, 0.4049], [-0.8839, 1.7018, 1.8086], [-0.7773, 3.5398, 1.8404], [0.9251, 1.7897, -0.0468], [-0.4367, -2.2970, -1.1451], [1.0278, -2.7072, -0.9620], [-1.4900, -0.4778, -1.5408], [0.3003, -0.2697, -1.5714], [-1.1851, -0.7284, 0.8146], [-1.2537, 1.6554, -0.1844], [-1.9205, 1.3916, 1.9002], [-0.1543, 1.3399, 2.5683], [1.0211, 3.2043, 2.5016], [1.0678, 1.4958, -1.1455], [1.1002, 2.8387, 0.1736], [1.6424, 1.1888, 0.5429], [-0.8139, -2.6364, -2.1057], [-1.0161, -2.7183, -0.2881], [1.1796, -3.8059, -0.9080], [1.6075, -2.4903, -1.8899], [1.4608, -2.2969, -0.0255]], "nbo_charge": [-0.21, -0.65, -0.06, -0.52, -0.03, -0.64, -0.41, -0.62, 0.17, 0.19, 0.36, 0.16, 0.22, 0.22, 0.12, 0.21, 0.24, 0.21, 0.21, 0.19, 0.21, 0.20, 0.22]}

run Q is favored, and the nearest alternative lies 0.1432 hartree above it.

Run P
{"formula": "C5H7ClN2", "method": "wB97M-V/def2-TZVPD", "e_lumo_ha": [0.0049, -0.0021], "homo_lumo_gap_ev": [7.41, 6.65], "homo_energy_ev": [-7.3, -6.7], "elements": ["C", "C", "C", "C", "C", "N", "N", "Cl", "H", "H", "H", "H", "H", "H", "H"], "coordinates": [[-0.7238, -1.1359, -0.5345], [-2.4298, 0.5646, -0.5463], [1.3712, -0.2542, 0.0549], [-0.5886, 0.8530, 0.8706], [2.7570, 0.0366, 0.4679], [0.7004, -1.1580, -0.4066], [-1.2756, 0.1186, -0.0275], [-0.8899, 2.5574, 1.0724], [-1.2452, -1.2169, -1.4347], [-1.0836, -1.9619, 0.0086], [-2.9076, -0.1815, -1.1646], [-3.0627, 1.3296, 0.0725], [3.1250, 0.8273, -0.1083], [3.4866, -0.7785, 0.1575], [2.7666, 0.3998, 1.5182]], "nbo_charge": [-0.04, -0.30, 0.44, -0.06, -0.72, -0.45, -0.40, -0.02, 0.21, 0.21, 0.17, 0.21, 0.25, 0.24, 0.27]}

Run Q
{"formula": "C5H7ClN2", "method": "wB97M-V/def2-TZVPD", "smiles": "[H]/N=C1\\CC(CCl)=CN1", "e_lumo_ha": 0.0297, "homo_lumo_gap_ev": 8.83, "homo_energy_ev": -8.0, "elements": ["H", "N", "C", "C", "C", "C", "Cl", "C", "N", "H", "H", "H", "H", "H", "H"], "coordinates": [[-2.3891, -2.1223, -1.0422], [-1.3905, -2.1811, -1.3073], [-0.7061, -1.2617, -0.8000], [-0.9703, -0.0754, 0.1571], [0.4177, 0.5617, 0.3961], [0.4819, 1.8877, 0.9905], [2.1346, 2.6055, 1.0252], [1.3433, -0.3255, -0.1496], [0.6899, -1.3398, -0.9739], [-1.3477, -0.3844, 1.2238], [-1.7024, 0.6376, -0.2763], [0.3023, 1.8617, 2.0221], [-0.2666, 2.5344, 0.4980], [2.3955, -0.2195, -0.1653], [1.0076, -2.1791, -1.5983]], "nbo_charge": [0.34, -0.70, 0.45, -0.51, -0.11, -0.37, -0.07, 0.02, -0.64, 0.24, 0.23, 0.22, 0.22, 0.22, 0.44]}

run Q is favored, and the nearest alternative lies 0.1827 hartree above it.

Run P
{"formula": "C27H33KN8O6S2", "method": "wB97M-V/def2-TZVPD", "e_lumo_ha": 0.1296, "homo_lumo_gap_ev": 3.96, "charge": -2, "homo_energy_ev": -0.4, "elements": ["K", "N", "C", "S", "N", "N", "C", "C", "C", "C", "C", "C", "N", "H", "H", "H", "H", "H", "H", "H", "O", "C", "C", "O", "C", "C", "O", "C", "O", "O", "C", "C", "N", "C", "C", "C", "O", "C", "C", "C", "C", "N", "C", "H", "H", "H", "H", "H", "H", "H", "H", "H", "H", "H", "H", "H", "H", "C", "C", "N", "C", "S", "N", "C", "C", "H", "H", "H", "H", "H", "H", "H", "H", "H", "H", "H", "H"], "coordinates": [[-0.8337, -0.3947, 0.5235], [3.3072, -3.8398, -1.7156], [2.2484, -2.9964, -1.4126], [1.6671, -2.9688, 0.1684], [1.8832, -2.2913, -2.5000], [0.8566, -1.4408, -2.2910], [0.5882, -0.6680, -3.2810], [-0.5645, 0.2420, -3.2662], [-0.8397, 1.0139, -4.4016], [-1.9559, 1.8295, -4.4105], [-2.7819, 1.8562, -3.2968], [-2.4222, 1.0749, -2.2054], [-1.3437, 0.3048, -2.1816], [3.4355, -4.5810, -1.0459], [3.3471, -4.0942, -2.6912], [1.1821, -0.7162, -4.2012], [-0.1848, 0.9532, -5.2625], [-2.1847, 2.4327, -5.2825], [-3.6720, 2.4692, -3.2567], [-3.0189, 1.0659, -1.2983], [-4.3701, -1.0681, 5.6800], [-3.7123, -0.8151, 4.6769], [-2.3045, -0.2973, 4.6442], [-1.6090, -0.0397, 5.6247], [-1.9322, -0.1551, 3.2271], [-3.0928, -0.4515, 2.3999], [-3.1432, -0.3153, 1.1432], [-4.1769, -0.9482, 3.2580], [-5.2753, -1.3722, 2.8969], [-0.8107, 0.2040, 2.7878], [-3.1476, 7.8360, 0.9729], [-2.2363, 7.0233, 1.8839], [-2.8692, 5.8555, 2.4539], [-3.7478, 6.0775, 3.6000], [-3.0409, 5.8306, 4.9236], [-2.6917, 4.5481, 2.0787], [-3.2366, 3.6503, 2.6902], [-1.8066, 4.1945, 0.9049], [-1.7134, 4.8784, -0.2973], [-0.9011, 4.3786, -1.3043], [-0.1932, 3.2151, -1.0519], [-0.2563, 2.5582, 0.1010], [-1.0601, 3.0195, 1.0522], [-2.6147, 8.6973, 0.5688], [-4.0128, 8.2054, 1.5252], [-3.5257, 7.2413, 0.1419], [-1.9175, 7.6574, 2.7201], [-1.3203, 6.7248, 1.3734], [-4.6121, 5.4198, 3.5092], [-4.1016, 7.1104, 3.5365], [-2.6962, 4.7997, 4.9741], [-3.7213, 6.0030, 5.7576], [-2.1821, 6.4949, 5.0397], [-2.2955, 5.7705, -0.4884], [-0.8376, 4.8657, -2.2688], [0.4411, 2.7738, -1.8111], [-1.1233, 2.4302, 1.9617], [2.7362, 3.4036, -3.6456], [3.8709, 3.2163, -2.6522], [3.4260, 2.7417, -1.3507], [4.1019, 1.7918, -0.6245], [4.3297, 1.9747, 1.0203], [4.5326, 0.6949, -1.2747], [3.9887, 0.1263, -2.5009], [5.0360, -0.0669, -3.5860], [3.1309, 3.6615, -4.6293], [2.0708, 4.2099, -3.3335], [2.1332, 2.4987, -3.7366], [4.3980, 4.1710, -2.5166], [4.6103, 2.5187, -3.0395], [3.0887, 3.4599, -0.7241], [4.9526, 0.0350, -0.6361], [3.1658, 0.7537, -2.8399], [3.5309, -0.8352, -2.2522], [5.5427, 0.8654, -3.8424], [4.5710, -0.4699, -4.4859], [5.7985, -0.7779, -3.2626]], "mulliken_charge": [0.83, -0.42, 0.24, -0.50, -1.15, 0.66, -0.93, 0.96, -0.63, -0.36, -0.81, -0.31, -0.01, 0.21, 0.26, 0.22, 0.35, 0.39, 0.43, 0.50, -0.74, 0.52, 0.04, -0.77, 0.88, 0.84, -0.95, 0.05, -0.77, -1.00, -1.18, -0.87, 0.20, -0.68, -1.13, 0.11, -0.64, 0.60, 0.17, -0.88, -0.75, -0.30, -0.60, 0.35, 0.40, 0.31, 0.37, 0.62, 0.41, 0.34, 0.32, 0.37, 0.28, 0.22, 0.47, 0.86, 0.55, -0.71, -0.43, 0.09, -0.07, -0.45, -0.09, 1.40, -1.51, 0.38, 0.24, -0.01, 0.43, 0.09, 0.24, 0.29, -0.43, -0.44, 0.39, 0.30, 0.32]}

Run Q
{"formula": "C27H33KN8O6S2", "method": "wB97M-V/def2-TZVPD", "e_lumo_ha": 0.1390, "homo_lumo_gap_ev": 4.76, "charge": -2, "homo_energy_ev": -1.0, "elements": ["K", "N", "C", "S", "N", "N", "C", "C", "C", "C", "C", "C", "N", "H", "H", "H", "H", "H", "H", "H", "O", "C", "C", "O", "C", "C", "O", "C", "O", "O", "C", "C", "N", "C", "C", "C", "O", "C", "C", "C", "C", "N", "C", "H", "H", "H", "H", "H", "H", "H", "H", "H", "H", "H", "H", "H", "H", "C", "C", "N", "C", "S", "N", "C", "C", "H", "H", "H", "H", "H", "H", "H", "H", "H", "H", "H", "H"], "coordinates": [[-1.5141, -1.6748, 0.4535], [2.9804, -4.1591, 0.5164], [1.7049, -3.7851, 0.9063], [0.4057, -4.3286, -0.0506], [1.7243, -3.0162, 1.9871], [0.5184, -2.5222, 2.3444], [0.5347, -1.8472, 3.4347], [-0.6519, -1.2107, 4.0046], [-0.5643, -0.6262, 5.2737], [-1.6669, 0.0044, 5.8123], [-2.8439, 0.0456, 5.0796], [-2.8460, -0.5599, 3.8311], [-1.7946, -1.1767, 3.3061], [3.0095, -4.9499, -0.1029], [3.6763, -4.1006, 1.2435], [1.4786, -1.7129, 3.9664], [0.3765, -0.6634, 5.8090], [-1.6079, 0.4716, 6.7887], [-3.7310, 0.5432, 5.4477], [-3.7378, -0.5360, 3.2116], [-6.9113, 1.6830, -1.5731], [-5.8938, 1.0747, -1.2707], [-4.6978, 1.6220, -0.5863], [-4.5646, 2.7812, -0.1650], [-3.6993, 0.5659, -0.4818], [-4.2570, -0.6794, -0.9886], [-3.7555, -1.8166, -1.0030], [-5.6227, -0.3773, -1.5092], [-6.3899, -1.1777, -2.0237], [-2.5460, 0.7471, 0.0191], [4.8159, 0.1969, -5.0533], [3.4784, -0.4610, -5.3726], [3.5109, -1.9144, -5.2862], [4.1010, -2.6197, -6.4136], [3.1241, -2.8184, -7.5678], [2.7242, -2.6578, -4.4338], [2.5306, -3.8440, -4.6398], [2.1513, -1.9389, -3.2540], [2.9607, -1.2661, -2.3469], [2.3696, -0.5821, -1.3043], [0.9826, -0.5770, -1.2248], [0.1978, -1.2530, -2.0580], [0.7790, -1.9416, -3.0351], [4.7106, 1.2831, -5.0645], [5.5835, -0.0736, -5.7807], [5.1622, -0.1014, -4.0642], [3.1677, -0.1814, -6.3855], [2.7123, -0.0869, -4.6993], [4.4443, -3.5892, -6.0572], [4.9746, -2.0523, -6.7432], [2.2628, -3.3875, -7.2212], [3.5998, -3.3697, -8.3815], [2.7771, -1.8628, -7.9660], [4.0387, -1.2920, -2.4577], [2.9518, -0.0621, -0.5556], [0.4974, 0.0036, -0.4459], [0.1260, -2.5151, -3.6841], [-3.2488, 4.3023, 2.1514], [-2.8644, 2.8941, 2.5966], [-1.6371, 2.4163, 1.9717], [-0.4678, 2.2583, 2.5581], [0.8489, 1.4541, 1.8564], [-0.2899, 2.7430, 3.8574], [-0.4986, 4.1473, 4.1929], [-0.2173, 4.3561, 5.6717], [-4.0996, 4.6614, 2.7367], [-3.5500, 4.2596, 1.1065], [-2.4224, 5.0077, 2.2653], [-3.6521, 2.2180, 2.2607], [-2.7713, 2.7974, 3.6799], [-1.8153, 1.9332, 1.0701], [0.6362, 2.4465, 4.1367], [-1.5203, 4.4369, 3.9728], [0.1565, 4.7944, 3.5926], [-0.8803, 3.7324, 6.2732], [-0.3681, 5.4005, 5.9504], [0.8135, 4.0867, 5.9151]], "mulliken_charge": [0.92, -0.38, 0.26, -0.49, -1.00, 0.54, -0.91, 0.89, -0.75, -0.21, -0.68, -0.31, -0.12, 0.23, 0.24, 0.19, 0.35, 0.42, 0.40, 0.45, -0.73, 0.30, 0.11, -0.78, 0.58, 0.48, -0.85, 0.35, -0.75, -0.90, -1.06, -0.59, 0.31, -0.66, -1.08, 0.08, -0.64, 0.39, -0.17, -0.79, -0.18, -0.25, -0.55, 0.39, 0.34, 0.21, 0.33, 0.39, 0.38, 0.30, 0.30, 0.37, 0.28, 0.63, 0.43, 0.37, 0.38, -1.45, -0.59, 0.38, -0.16, -0.39, 0.15, -0.05, -1.34, 0.30, 0.44, 0.34, 0.35, 0.43, 0.20, 0.28, 0.04, 0.32, 0.26, 0.41, 0.34]}

run Q is favored, and the nearest alternative lies 0.0467 hartree above it.